Record 1
Molecular formula: C44H63Cl5GeN2O4Sc
Method: DFT, the ωB97M-V functional and the def2-TZVPD basis

Orbital gap (spin up / spin down)   7.59 / 7.81 eV
HOMO energy (spin up / spin down)   -7.1 / -8.4 eV
Energy above the lowest of the compared OMol25 structures with the same formula, charge and spin   0.430 eV
Spin multiplicity   2

Last column: Mulliken spin population.
Cartesian coordinates (Å):
Sc 0.00 -0.07 0.64  -0.076
C -3.21 -2.27 2.79  0.000
C -2.12 -2.38 1.73  0.003
C -0.96 -3.22 2.25  -0.018
C -2.69 -3.01 0.47  -0.005
O -1.61 -1.07 1.40  -0.025
Ge -2.67 0.63 1.74  0.001
O -0.90 1.51 1.61  -0.023
C -0.74 2.86 2.09  0.004
C 0.75 3.06 2.32  -0.025
C -1.28 3.81 1.04  -0.002
C -1.48 3.05 3.41  0.000
O -2.73 0.79 -0.09  0.018
C -3.94 0.86 -0.85  0.002
C -5.10 0.16 -0.15  0.001
C -3.66 0.17 -2.18  -0.005
C -4.29 2.33 -1.06  -0.001
H -3.53 -3.28 3.08  0.000
H -4.09 -1.74 2.41  0.000
H -2.85 -1.76 3.68  0.000
H -1.23 -4.27 2.26  0.000
H -0.67 -2.91 3.26  0.001
H -0.10 -3.09 1.59  0.024
H -3.12 -3.99 0.70  0.000
H -1.91 -3.14 -0.28  0.008
H -3.47 -2.38 0.04  0.003
H 1.31 2.73 1.45  0.024
H 1.09 2.49 3.19  0.000
H 0.97 4.12 2.49  0.000
H -0.79 3.64 0.08  0.002
H -1.11 4.85 1.34  0.000
H -2.36 3.66 0.91  0.000
H -1.16 2.32 4.15  0.000
H -2.56 2.97 3.28  0.000
H -1.26 4.05 3.79  0.000
H -4.86 -0.88 0.06  0.000
H -6.00 0.19 -0.78  0.000
H -5.34 0.66 0.80  0.000
H -3.30 -0.84 -1.98  0.002
H -2.88 0.70 -2.73  0.001
H -4.56 0.11 -2.79  0.000
H -4.53 2.80 -0.10  0.000
H -5.15 2.44 -1.73  0.000
H -3.44 2.86 -1.49  0.000
Cl 3.98 0.47 7.26  0.000
C 3.23 0.21 5.74  0.000
C 3.99 0.13 4.57  0.002
Cl 5.70 0.29 4.66  0.000
C 3.38 -0.07 3.34  -0.008
Cl 4.37 -0.21 1.95  0.004
C 1.97 -0.17 3.20  -0.006
O 1.42 -0.29 2.02  -0.014
C 1.24 -0.14 4.40  0.000
Cl -0.46 -0.38 4.34  0.000
C 1.85 0.06 5.64  0.000
Cl 0.89 0.11 7.07  0.000
C 1.51 -5.08 1.92  -0.001
C 2.05 -4.42 0.63  -0.004
C 2.91 -3.23 1.01  0.009
C 0.98 -4.25 -0.46  0.019
C 0.47 -5.48 -0.88  0.003
C -0.41 -5.61 -1.92  -0.001
C -0.78 -4.47 -2.62  0.003
C -0.31 -3.22 -2.26  0.005
C -0.67 -2.04 -3.15  -0.010
C -2.05 -2.17 -3.80  0.001
C 0.38 -1.91 -4.27  0.004
C 0.53 -3.09 -1.12  -0.102
N 0.82 -1.72 -0.73  0.280
C 1.85 -1.16 -1.37  0.319
C 2.03 0.22 -1.45  0.200
N 1.17 1.10 -0.92  0.245
C 1.39 2.48 -1.29  -0.057
C 0.43 3.10 -2.11  -0.013
C 0.57 4.44 -2.43  -0.004
C 1.66 5.17 -1.98  0.008
C 2.63 4.54 -1.22  -0.006
C 2.52 3.20 -0.86  -0.017
C 3.64 2.58 -0.07  0.045
C 4.85 2.31 -0.97  -0.003
C 4.08 3.42 1.14  0.002
C -0.76 2.31 -2.66  0.031
C -1.85 3.20 -3.25  0.001
C -0.30 1.33 -3.76  0.011
H 1.34 -4.33 2.69  0.000
H 2.24 -5.79 2.32  0.000
H 0.58 -5.62 1.75  0.000
H 2.73 -5.15 0.17  0.000
H 3.51 -2.87 0.17  0.000
H 3.60 -3.54 1.80  0.001
H 2.31 -2.41 1.38  0.014
H 0.82 -6.38 -0.37  0.000
H -0.79 -6.58 -2.21  0.000
H -1.44 -4.57 -3.48  0.000
H -0.65 -1.13 -2.55  0.070
H -2.02 -2.87 -4.64  -0.001
H -2.36 -1.20 -4.20  0.000
H -2.81 -2.51 -3.10  0.001
H 0.46 -2.87 -4.79  0.001
H 1.36 -1.65 -3.88  -0.002
H 0.08 -1.15 -4.99  0.000
H 2.54 -1.79 -1.92  0.004
H 2.84 0.58 -2.08  0.030
H -0.17 4.93 -3.04  0.000
H 1.76 6.22 -2.23  0.000
H 3.49 5.11 -0.88  0.000
H 3.29 1.63 0.31  0.002
H 5.27 3.26 -1.32  0.001
H 4.59 1.73 -1.86  0.000
H 5.63 1.77 -0.42  -0.001
H 4.53 4.36 0.82  0.000
H 4.84 2.87 1.71  0.000
H 3.25 3.63 1.80  0.001
H -1.18 1.73 -1.84  0.008
H -1.50 3.69 -4.16  0.000
H -2.17 3.98 -2.55  0.000
H -2.72 2.60 -3.51  0.000
H 0.20 1.88 -4.56  -0.001
H -1.17 0.82 -4.19  0.000
H 0.38 0.57 -3.38  0.009

---

Record 2
Molecular formula: C44H63CsN2O3SSe
Method: DFT, the ωB97M-V functional and the def2-TZVPD basis

Net charge   -2
Orbital gap (spin up / spin down)   4.09 / 4.09 eV
HOMO energy (spin up / spin down)   -0.7 / -0.7 eV
Energy above the lowest of the compared OMol25 structures with the same formula, charge and spin   3.556 eV
Spin multiplicity   1

Last column: Löwdin charge in e.
Cartesian coordinates (Å):
Cs 14.46 13.42 8.91  0.867
C 10.59 20.42 12.30  -0.048
C 9.71 19.84 11.15  -0.549
C 9.39 20.89 10.11  -0.084
C 8.44 19.14 11.70  -0.048
C 10.49 18.77 10.43  -0.237
C 10.96 17.69 11.12  -0.120
C 11.62 16.64 10.55  -0.451
Se 12.35 15.19 11.55  1.101
C 14.08 15.93 11.84  -0.425
C 14.44 17.28 11.99  -0.049
C 15.68 17.63 12.46  -0.218
C 16.68 16.63 12.45  -0.021
C 16.40 15.26 12.31  -0.099
C 15.02 14.91 12.05  -0.521
O 14.64 13.69 11.98  -0.305
C 17.52 14.22 12.54  -0.521
C 18.83 14.82 12.01  -0.082
C 17.54 13.89 14.04  -0.049
C 17.37 12.90 11.76  -0.080
C 16.09 19.05 12.87  -0.560
C 14.82 19.86 13.31  -0.058
C 17.04 18.99 14.06  -0.065
C 16.70 19.67 11.63  -0.068
C 11.87 16.60 9.17  -0.464
O 12.61 15.71 8.64  -0.292
C 11.31 17.66 8.39  -0.114
C 10.80 18.78 9.06  0.007
C 11.31 17.52 6.88  -0.514
C 11.28 16.06 6.34  -0.070
C 12.54 18.29 6.34  -0.054
C 10.04 18.16 6.22  -0.082
H 10.03 21.17 12.89  0.071
H 11.49 20.92 11.86  0.088
H 10.92 19.61 12.99  0.076
H 8.88 21.78 10.46  0.075
H 8.86 20.48 9.26  0.076
H 10.31 21.27 9.65  0.081
H 7.64 19.85 11.96  0.071
H 8.65 18.55 12.62  0.085
H 8.04 18.41 11.03  0.071
H 10.86 17.71 12.22  0.102
H 13.67 18.01 11.74  0.105
H 17.72 16.92 12.62  0.090
H 19.31 15.56 12.68  0.074
H 18.70 15.39 11.08  0.085
H 19.61 14.05 11.85  0.071
H 17.71 14.82 14.61  0.081
H 18.37 13.24 14.29  0.067
H 16.61 13.40 14.38  0.093
H 17.34 13.08 10.67  0.072
H 16.44 12.37 12.03  0.065
H 18.18 12.15 11.98  0.084
H 14.17 19.28 14.01  0.097
H 14.21 20.07 12.42  0.064
H 15.10 20.77 13.85  0.067
H 16.69 18.23 14.74  0.086
H 17.12 19.96 14.54  0.067
H 18.05 18.77 13.68  0.075
H 16.00 19.67 10.78  0.086
H 17.61 19.12 11.28  0.094
H 16.93 20.72 11.76  0.069
H 10.61 19.65 8.44  0.081
H 12.20 15.52 6.60  0.062
H 11.17 16.03 5.22  0.080
H 10.43 15.46 6.73  0.095
H 13.50 17.89 6.75  0.098
H 12.47 19.32 6.62  0.060
H 12.59 18.22 5.23  0.077
H 9.13 17.70 6.66  0.089
H 10.03 18.08 5.12  0.070
H 9.89 19.22 6.47  0.058
C 12.85 10.95 12.08  -0.081
N 12.54 9.87 11.16  -0.287
C 12.29 8.57 11.81  -0.097
C 11.79 10.09 9.96  -0.236
C 12.53 9.70 8.69  -0.226
N 12.02 10.43 7.53  -0.307
C 12.72 9.98 6.39  -0.280
C 10.57 10.59 7.52  -0.120
H 12.25 10.79 12.99  0.073
H 12.64 11.93 11.68  0.046
H 13.93 10.92 12.38  0.090
H 11.40 8.67 12.43  0.064
H 13.12 8.26 12.44  0.066
H 12.15 7.81 11.00  0.093
H 11.62 11.20 9.89  0.123
H 10.77 9.65 9.99  0.113
H 12.54 8.60 8.58  0.106
H 13.61 9.86 8.82  0.099
H 12.63 8.89 6.20  0.032
H 14.12 10.20 6.70  -0.107
H 12.62 10.62 5.51  0.043
H 10.08 9.59 7.68  0.073
H 10.24 10.97 6.52  0.083
H 10.26 11.22 8.36  0.056
C 22.65 9.12 9.35  -0.044
C 22.89 8.02 8.33  -0.735
O 23.92 7.43 8.19  -0.036
S 21.69 7.53 7.07  1.001
C 20.25 8.57 7.21  -0.567
C 19.31 8.38 8.25  -0.100
C 18.17 9.16 8.32  -0.038
C 17.76 9.86 7.19  -0.248
C 18.69 10.08 6.15  -0.027
C 19.92 9.44 6.19  -0.127
C 16.36 10.23 7.07  -0.096
C 15.21 10.42 6.80  0.031
H 23.59 9.24 9.95  0.097
H 21.79 8.88 9.99  0.075
H 22.41 10.06 8.88  0.076
H 19.57 7.63 8.97  0.095
H 17.51 9.14 9.19  0.128
H 18.39 10.73 5.32  0.119
H 20.60 9.47 5.33  0.096

---

Record 3
Molecular formula: C44H63N7O5P2Ti
Method: DFT, the ωB97M-V functional and the def2-TZVPD basis

Net charge   +4
Orbital gap   5.68 eV
HOMO energy   -16.8 eV
Energy above the lowest of the compared OMol25 structures with the same formula, charge and spin   0.394 eV
Spin multiplicity   1

Last column: Löwdin charge in e.
Cartesian coordinates (Å):
Ti -0.60 1.03 0.11  1.011
C -5.72 4.75 3.46  -0.007
C -4.86 3.81 2.67  -0.211
C -5.34 2.63 2.14  0.080
C -4.54 1.73 1.42  -0.085
C -5.16 0.54 0.92  0.072
N -4.60 -0.30 0.11  0.105
C -5.18 -1.57 -0.35  -0.108
C -4.11 -2.40 -1.06  -0.118
C -2.91 -2.69 -0.14  -0.126
N -1.87 -3.47 -0.82  0.134
C -1.23 -3.16 -1.90  0.027
C -1.37 -1.95 -2.68  -0.129
C -1.60 -2.17 -4.05  0.070
C -2.01 -1.15 -4.90  -0.218
C -2.43 -1.42 -6.31  -0.008
C -1.99 0.14 -4.37  0.065
C -1.61 0.42 -3.06  -0.100
C -1.38 1.80 -2.71  -0.017
N -0.89 2.25 -1.60  -0.021
C -0.59 3.69 -1.54  -0.147
C 0.79 3.95 -0.91  -0.112
C 0.84 3.64 0.61  -0.152
N -0.37 2.90 0.99  -0.084
C -1.30 3.61 1.55  -0.039
C -2.67 3.21 1.77  -0.119
C -3.51 4.09 2.45  0.089
C -3.16 2.01 1.24  -0.230
O -2.35 1.17 0.61  -0.189
C -1.34 -0.64 -2.17  -0.235
O -1.01 -0.40 -0.91  -0.187
H -6.78 4.49 3.39  0.096
H -5.60 5.78 3.12  0.103
H -5.44 4.73 4.51  0.108
H -6.39 2.38 2.28  0.145
H -6.18 0.32 1.23  0.174
H -3.68 -0.05 -0.23  0.127
H -5.99 -1.36 -1.05  0.150
H -5.61 -2.10 0.50  0.148
H -3.79 -1.86 -1.95  0.114
H -4.57 -3.33 -1.38  0.145
H -3.24 -3.27 0.72  0.150
H -2.46 -1.76 0.20  0.087
H -1.70 -4.40 -0.44  0.184
H -0.62 -3.95 -2.33  0.152
H -1.55 -3.18 -4.43  0.149
H -2.66 -2.47 -6.46  0.094
H -1.63 -1.14 -7.01  0.103
H -3.31 -0.83 -6.58  0.099
H -2.25 0.97 -5.02  0.147
H -1.58 2.51 -3.51  0.157
H -1.37 4.19 -0.95  0.129
H -0.61 4.13 -2.54  0.136
H 1.02 5.01 -1.05  0.135
H 1.53 3.38 -1.46  0.091
H 0.88 4.58 1.17  0.133
H 1.73 3.07 0.87  0.118
H -1.06 4.62 1.86  0.162
H -3.10 5.02 2.84  0.152
C -0.58 -1.83 2.44  -0.228
P 0.25 -0.21 2.28  1.068
C 2.04 -0.74 2.29  -0.371
N 2.75 -0.25 3.28  0.105
C 4.05 -0.56 3.42  -0.190
C 4.80 -0.08 4.51  0.009
C 6.13 -0.39 4.59  -0.023
C 6.76 -1.18 3.60  -0.019
C 6.05 -1.67 2.54  0.013
C 4.68 -1.38 2.44  -0.185
N 3.93 -1.87 1.43  0.135
C 2.66 -1.61 1.32  -0.400
P 1.72 -2.50 -0.03  1.041
C 1.72 -4.15 0.82  -0.248
C 3.02 -2.85 -1.39  -0.701
C 4.06 -3.92 -1.05  -0.084
C 3.74 -1.55 -1.78  -0.089
C 2.20 -3.33 -2.59  -0.115
C -0.06 0.56 3.99  -0.664
C -1.57 0.84 4.06  -0.075
C 0.31 -0.38 5.14  -0.059
C 0.71 1.88 4.10  -0.072
H -0.12 -2.40 3.24  0.068
H -0.49 -2.38 1.51  -0.019
H -1.64 -1.68 2.67  0.049
H 4.31 0.53 5.26  0.123
H 6.71 -0.03 5.43  0.126
H 7.81 -1.39 3.69  0.127
H 6.52 -2.28 1.78  0.125
H 2.70 -4.36 1.23  0.050
H 1.45 -4.94 0.12  0.044
H 1.00 -4.16 1.64  0.028
H 4.59 -3.69 -0.13  0.064
H 4.80 -3.95 -1.85  0.098
H 3.63 -4.91 -0.97  0.083
H 4.35 -1.17 -0.97  0.073
H 3.04 -0.78 -2.11  0.051
H 4.41 -1.76 -2.62  0.095
H 1.68 -4.27 -2.37  0.071
H 2.87 -3.53 -3.43  0.101
H 1.47 -2.58 -2.91  0.057
H -2.14 -0.07 4.22  0.087
H -1.93 1.33 3.15  0.039
H -1.77 1.50 4.90  0.110
H -0.31 -1.27 5.17  0.083
H 0.14 0.16 6.08  0.109
H 1.35 -0.67 5.11  0.073
H 0.44 2.57 3.30  0.050
H 1.78 1.70 4.06  0.068
H 0.48 2.35 5.05  0.104
O 1.29 0.89 -0.45  -0.165
H 2.18 0.97 -0.08  0.113
H 1.45 1.02 -1.48  0.058
N 3.28 1.35 -6.10  0.186
C 3.17 1.99 -4.76  -0.034
C 2.05 1.21 -4.00  -0.602
O 1.51 0.30 -4.65  0.018
O 1.83 1.57 -2.82  -0.036
H 3.05 1.98 -6.87  0.175
H 2.53 0.60 -6.00  0.145
H 4.19 0.94 -6.29  0.176
H 2.91 3.04 -4.84  0.140
H 4.10 1.91 -4.20  0.141